{
  "formula": "C18H31Cl2HgN4O3S",
  "method": "the ωB97M-V functional and the def2-TZVPD basis",
  "lumo_ha": 0.075,
  "fmax_ha_per_bohr": 0.0428,
  "relative_energy_kj_mol": 16.69,
  "total_charge": -1,
  "species": ["O", "C", "C", "C", "H", "C", "H", "C", "H", "C", "H", "C", "H", "H", "C", "C", "H", "H", "H", "C", "C", "H", "H", "H", "H", "Hg", "Cl", "Cl", "C", "O", "N", "C", "C", "H", "H", "H", "H", "H", "H", "H", "H", "H", "C", "C", "N", "H", "C", "O", "H", "H", "H", "H", "N", "C", "N", "S", "H", "H", "H", "H"],
  "xyz": [[0.6403, -2.3120, -2.3045], [1.5190, -2.5519, -1.3478], [0.9887, -3.6184, -0.3698], [-0.1220, -3.3711, 0.4364], [-0.6712, -2.4303, 0.3141], [-0.5142, -4.3185, 1.3913], [-1.3455, -4.0882, 2.0600], [0.1778, -5.5345, 1.4995], [-0.1050, -6.2715, 2.2589], [1.2362, -5.8038, 0.6263], [1.7818, -6.7449, 0.6878], [1.6305, -4.8491, -0.3197], [2.4635, -5.0334, -1.0032], [2.4128, -3.0157, -1.8298], [2.7537, -0.2468, -1.4163], [2.2052, -1.2952, -0.5205], [3.8285, -0.4042, -1.6262], [2.6337, 0.7611, -0.9824], [2.2263, -0.2734, -2.3778], [2.5312, -1.4571, 0.7724], [3.6616, -0.7667, 1.4858], [1.9811, -2.1903, 1.3598], [4.6321, -1.2371, 1.2566], [3.5111, -0.8496, 2.5696], [3.7468, 0.3006, 1.2198], [1.0847, 1.0416, 1.3866], [-0.0082, -0.4187, 2.8482], [1.9734, 2.9500, 0.4139], [-1.5036, 3.3225, 2.4908], [-1.9579, 2.7049, 1.5020], [-1.2052, 4.6276, 2.4724], [-1.5949, 5.4535, 1.3339], [-0.6611, 5.2796, 3.6581], [-1.2888, 2.8231, 3.4597], [-1.6971, 4.8104, 0.4525], [-0.8231, 6.2124, 1.1695], [-2.5501, 5.9664, 1.5323], [-0.2216, 4.5048, 4.2997], [-1.4477, 5.8066, 4.2196], [0.1081, 6.0019, 3.3605], [-0.7885, 2.2161, -3.7955], [-2.1116, -0.5778, -4.4239], [0.0202, 1.5118, -3.5399], [-1.0086, -0.5865, -4.4046], [-0.5177, 0.1840, -3.2678], [0.5610, 1.8731, -2.6573], [-0.7172, -0.2139, -1.9954], [-0.3480, 0.4115, -0.9954], [-0.6567, -1.6257, -4.3254], [-1.3215, -1.1381, -1.8830], [0.6958, 1.4436, -4.4017], [-0.6225, -0.1223, -5.3215], [-3.7690, 1.1727, -0.3138], [-3.2675, -0.0016, 0.1357], [-2.6877, 0.0278, 1.3374], [-3.4139, -1.4329, -0.7647], [-3.4010, 2.0342, 0.0904], [-4.0893, 1.1798, -1.2729], [-2.1730, -0.7865, 1.6510], [-2.3943, 0.9459, 1.7087]],
  "nbo_charge": [-0.914, 0.114, -0.019, -0.154, 0.220, -0.225, 0.199, -0.264, 0.194, -0.229, 0.191, -0.228, 0.200, 0.103, -0.700, 0.063, 0.203, 0.212, 0.246, -0.334, -0.669, 0.224, 0.210, 0.208, 0.199, 1.336, -0.671, -0.669, 0.538, -0.681, -0.408, -0.421, -0.403, 0.141, 0.253, 0.203, 0.192, 0.217, 0.189, 0.209, 0.169, 0.184, -0.414, -0.411, -0.450, 0.240, 0.578, -0.771, 0.255, 0.194, 0.184, 0.185, -0.822, 0.332, -0.811, -0.361, 0.405, 0.403, 0.423, 0.416]
}


{
  "formula": "C29H22Br2CuF9N3O3Sb2",
  "method": "the ωB97M-V functional and the def2-TZVPD basis",
  "lumo_ha": -0.132,
  "fmax_ha_per_bohr": 0.0254,
  "relative_energy_kj_mol": 37.65,
  "total_charge": 1,
  "species": ["Cu", "C", "O", "C", "O", "N", "N", "H", "H", "H", "H", "H", "H", "Br", "C", "C", "C", "Br", "C", "C", "C", "C", "N", "C", "C", "O", "H", "H", "H", "H", "F", "C", "C", "C", "C", "C", "C", "Sb", "C", "C", "C", "C", "F", "C", "C", "C", "C", "C", "C", "F", "C", "C", "H", "H", "H", "H", "H", "H", "H", "H", "H", "H", "H", "H", "F", "Sb", "F", "F", "F", "F", "F"],
  "xyz": [[-1.0968, 1.8624, -0.9662], [-3.9902, 0.8480, 3.1397], [-3.3311, 0.2226, 2.0354], [-2.9793, 0.8971, 0.9664], [-2.3474, 0.3108, 0.0766], [-3.3875, 2.1732, 0.8096], [-2.8432, 2.9196, -0.2552], [-4.1202, 0.0575, 3.8737], [-4.9679, 1.2362, 2.8524], [-3.3691, 1.6372, 3.5654], [-3.7041, 2.6967, 1.6191], [-2.3712, 3.7533, 0.1004], [-3.5744, 3.1965, -0.9102], [2.1467, -0.4513, 2.4308], [2.4879, 0.8058, 1.0778], [3.7328, 1.4305, 0.9896], [3.9819, 2.3020, -0.0387], [5.6528, 3.1759, -0.1012], [3.0120, 2.5471, -1.0428], [3.2278, 3.3712, -2.1623], [2.2224, 3.5376, -3.0805], [0.9979, 2.8975, -2.8666], [0.7538, 2.1251, -1.8289], [1.7410, 1.9270, -0.9194], [1.4720, 1.0776, 0.1870], [0.2224, 0.6150, 0.3726], [4.4799, 1.2327, 1.7424], [4.1828, 3.8586, -2.2866], [2.3658, 4.1603, -3.9487], [0.1857, 3.0165, -3.5697], [-3.9198, -3.6600, -4.3989], [-3.1800, -3.0702, -3.4592], [-2.6487, -1.8131, -3.7053], [-1.8461, -1.2186, -2.7474], [-1.5901, -1.8940, -1.5671], [-2.1605, -3.1299, -1.3100], [-2.9662, -3.7288, -2.2590], [-0.1771, -1.2837, -0.0718], [1.6885, -1.5635, -1.0905], [2.8157, -2.1437, -0.5275], [4.0281, -2.0680, -1.1927], [4.0947, -1.3899, -2.3995], [5.2695, -1.2752, -3.0199], [2.9716, -0.8252, -2.9837], [1.7617, -0.9262, -2.3250], [-0.4294, -2.5565, 1.6431], [0.1536, -3.8116, 1.5268], [0.0174, -4.7279, 2.5528], [-0.7051, -4.3625, 3.6785], [-0.8691, -5.2466, 4.6624], [-1.2728, -3.1042, 3.8057], [-1.1401, -2.1897, 2.7733], [-2.8641, -1.3253, -4.6432], [-1.4494, -0.2245, -2.9132], [-1.9854, -3.6288, -0.3678], [-3.4178, -4.6927, -2.0837], [2.7636, -2.6420, 0.4317], [4.9158, -2.5136, -0.7732], [3.0575, -0.3230, -3.9335], [0.8695, -0.5093, -2.7792], [0.7028, -4.0773, 0.6342], [0.4640, -5.7063, 2.4956], [-1.8031, -2.8588, 4.7124], [-1.5941, -1.2106, 2.8396], [-0.1692, 3.3941, 0.5737], [0.0042, 3.8231, 2.4931], [-1.3062, 5.1505, 2.0397], [-1.5362, 2.6611, 2.7292], [0.0674, 4.2848, 4.3028], [1.0064, 2.2557, 2.8412], [1.5950, 4.6918, 1.9535]],
  "mulliken_charge": [-0.257, -0.871, -0.241, 0.446, -0.555, 0.058, -0.561, 0.272, 0.369, 0.321, 0.286, 0.283, 0.247, -0.040, 0.100, -0.395, -0.185, -0.200, 0.926, -1.071, -1.170, -0.729, 0.425, 0.317, 0.287, 1.039, 0.576, 0.466, 0.493, 0.496, -0.314, 0.173, -0.806, -0.267, 0.776, -0.779, -0.711, 1.416, 0.911, -0.582, -0.753, 0.186, -0.342, -0.597, -0.451, 0.426, -0.491, -0.753, 0.216, -0.314, -0.511, -0.653, 0.505, 0.296, 0.383, 0.485, 0.452, 0.510, 0.558, 0.182, 0.517, 0.484, 0.488, 0.424, -0.670, 2.241, -0.556, -0.563, -0.522, -0.583, -0.539]
}


{
  "formula": "C18H66N2O15",
  "method": "the ωB97M-V functional and the def2-TZVPD basis",
  "lumo_ha": 0.008,
  "fmax_ha_per_bohr": 0.1384,
  "relative_energy_kj_mol": 0.00,
  "total_charge": 0,
  "species": ["C", "C", "O", "H", "H", "H", "H", "H", "H", "C", "C", "O", "H", "H", "H", "H", "H", "H", "C", "C", "O", "H", "H", "H", "H", "H", "H", "C", "O", "N", "N", "H", "H", "H", "H", "C", "O", "H", "H", "H", "H", "C", "O", "H", "H", "H", "H", "C", "O", "H", "H", "H", "H", "C", "O", "H", "H", "H", "H", "C", "O", "H", "H", "H", "H", "C", "O", "H", "H", "H", "H", "C", "O", "H", "H", "H", "H", "C", "O", "H", "H", "H", "H", "C", "O", "H", "H", "H", "H", "C", "O", "H", "H", "H", "H", "C", "O", "H", "H", "H", "H"],
  "xyz": [[1.3350, -3.2862, -2.1903], [1.2025, -2.0003, -3.0025], [1.9152, -2.2710, -4.1690], [0.8932, -4.1489, -2.6730], [0.8532, -3.2037, -1.2109], [2.3650, -3.5198, -2.0340], [1.5183, -1.1159, -2.5085], [0.1496, -1.9700, -3.2702], [1.5766, -1.7439, -4.8691], [0.5678, 0.1443, -0.0273], [-0.8164, -0.2786, 0.4225], [-1.2656, -1.4900, -0.1781], [0.5667, 0.2786, -1.0812], [1.2924, -0.6450, 0.1756], [0.8202, 1.0835, 0.4480], [-1.5209, 0.4971, 0.1917], [-0.8381, -0.4839, 1.5141], [-1.6424, -1.3142, -1.0351], [2.9978, 5.1185, 0.7397], [1.5573, 4.7721, 1.1643], [1.6367, 3.6060, 1.9094], [3.7447, 5.1213, 1.5308], [2.9781, 6.0844, 0.3403], [3.3592, 4.4169, 0.0141], [0.8835, 4.7401, 0.3224], [1.1597, 5.5105, 1.8121], [0.7488, 3.2642, 2.0454], [-2.7207, -3.9404, -2.3796], [-3.6112, -2.9105, -2.2855], [-1.6874, -4.0207, -1.6062], [-2.8211, -4.8059, -3.3743], [-1.6937, -3.3464, -0.8509], [-1.0564, -4.8020, -1.4020], [-3.5787, -4.6282, -4.0730], [-1.9598, -5.3098, -3.6122], [-3.2815, -0.1306, 4.4374], [-3.0270, -0.8152, 3.2907], [-2.5389, 0.5525, 4.7847], [-3.7911, -0.6999, 5.2243], [-4.0546, 0.5072, 4.0736], [-3.7714, -0.7169, 2.6886], [1.5271, -3.2937, 1.5432], [1.9313, -4.6679, 1.7925], [1.4509, -2.7789, 2.4757], [0.6060, -3.3707, 0.8957], [2.2653, -2.7427, 0.9407], [2.5630, -4.6091, 2.5539], [-1.1013, 3.2167, -1.4349], [-0.5921, 3.7059, -2.6253], [-1.4439, 2.1366, -1.4263], [-1.9238, 3.8455, -1.1148], [-0.3048, 3.4029, -0.7241], [-1.1611, 3.5183, -3.3338], [3.9875, -0.3779, -2.0497], [5.2007, 0.0881, -1.5630], [3.2446, 0.1429, -1.5528], [3.9411, -1.4782, -1.9162], [3.8631, -0.2083, -3.1391], [5.9083, -0.1798, -2.1954], [-2.1816, 2.7725, 2.3180], [-0.8986, 2.3917, 1.8603], [-2.7988, 1.9200, 2.2339], [-2.6648, 3.4949, 1.7220], [-2.1537, 3.1361, 3.3183], [-0.6320, 1.7059, 2.4550], [2.3192, 2.5592, -2.3599], [1.8406, 3.2667, -3.5013], [2.3812, 3.2143, -1.4943], [3.3670, 2.1993, -2.5188], [1.6074, 1.7314, -2.1392], [0.9599, 3.5397, -3.2679], [1.2201, 0.3839, 3.3496], [-0.0475, 0.6477, 3.7805], [1.9090, 0.6632, 4.1575], [1.3426, 1.0949, 2.5233], [1.4657, -0.6650, 3.0482], [-0.5331, -0.0911, 4.1458], [-4.6200, -0.3446, -0.2207], [-4.8308, -0.3000, 1.1555], [-5.2791, -1.1633, -0.6393], [-3.6068, -0.5478, -0.3714], [-4.8965, 0.6064, -0.7095], [-5.5368, 0.3186, 1.5129], [3.7836, 1.2508, 1.1469], [3.8899, 2.2099, 2.1706], [4.5363, 0.4952, 1.2176], [3.7073, 1.7437, 0.1531], [2.9342, 0.6282, 1.2693], [3.1662, 2.8103, 2.0410], [-1.3366, 0.2003, -3.3124], [-2.0949, -0.5397, -2.3778], [-2.0987, 0.7687, -3.8089], [-0.9059, -0.3608, -4.1267], [-0.6391, 0.8594, -2.9137], [-2.8133, -1.0001, -2.7905], [-1.3053, -3.6829, 2.3094], [-1.0257, -2.5838, 3.1381], [-0.6246, -4.5143, 2.4358], [-1.2993, -3.4637, 1.2541], [-2.3373, -3.8983, 2.5261], [-1.6753, -1.9066, 2.8862]],
  "mulliken_charge": [-0.884, 1.065, -0.619, 0.341, -0.165, 0.437, -0.378, -0.005, 0.337, 2.388, 0.878, 0.283, -1.441, -0.507, -0.143, -0.132, -0.879, -0.102, -1.518, 0.210, -0.401, 0.349, 0.449, 0.254, 0.145, 0.443, 0.229, 0.488, -0.737, -0.098, -0.462, -0.327, 0.377, 0.281, 0.202, -0.920, -0.382, 0.362, 0.231, 0.339, 0.347, 0.071, -0.601, 0.441, -0.522, 0.242, 0.350, 0.267, -0.598, -0.143, 0.394, -0.393, 0.299, 0.036, -0.508, -0.645, 0.386, 0.389, 0.301, -0.708, -0.443, -0.037, 0.375, 0.331, 0.203, 0.274, -0.677, -0.119, 0.278, -0.178, 0.538, 0.752, -0.627, 0.393, -0.556, -0.358, 0.261, 0.145, -0.562, 0.245, -0.262, 0.356, 0.268, 0.157, -0.625, 0.468, -0.026, -0.303, 0.448, -0.786, -0.415, 0.391, 0.391, 0.156, 0.174, -0.561, -0.400, 0.349, 0.027, 0.441, 0.121]
}